Molecular formula: C38H46CeN8P2S
Method: DFT, ωB97M-V with the def2-TZVPD basis set

E_HOMO (alpha / beta) (eV): -14.4 / -14.4
HOMO-LUMO gap (alpha / beta) (eV): 4.64 / 4.65

```
! RIJCOSX wB97M-V def2-TZVPD def2/J DEFGRID3
* xyz 3 2
C -11.619 5.386 14.877
H -9.374 -2.826 15.072
N -13.272 0.067 20.471
N -9.457 -2.525 21.438
H -9.338 4.521 12.572
H -12.955 -4.582 20.533
H -7.713 2.584 20.911
C -9.671 -0.885 23.199
C -4.650 0.700 18.505
H -13.523 0.922 18.547
C -5.456 -0.409 18.804
C -14.085 0.307 19.270
C -10.745 5.457 13.749
C -8.832 4.304 21.285
H -4.978 -1.324 19.075
C -8.908 -3.966 19.649
C -9.981 4.374 13.414
H -3.549 0.666 18.395
H -7.470 -1.102 19.119
C -10.007 5.019 21.011
C -14.051 -0.354 21.681
H -7.096 3.003 18.162
C -9.861 -1.882 14.776
H -15.101 -3.333 18.833
C -10.067 -0.860 15.672
H -12.341 4.161 16.481
H -11.518 2.841 18.914
C -8.598 3.076 20.642
C -11.694 4.195 15.604
H -11.661 1.359 13.553
H -15.395 -1.309 19.028
N -9.957 -3.311 19.044
H -12.168 6.283 15.180
N -9.390 1.903 17.178
H -10.126 6.043 21.390
H -9.197 2.489 13.947
H -9.049 -1.409 25.102
H -12.888 -3.157 22.247
C -9.920 3.241 14.250
C -7.408 0.999 18.706
N -13.362 -2.760 21.415
C -10.644 0.362 15.252
C -7.493 -4.000 21.749
C -11.067 0.483 13.913
C -10.742 3.208 19.587
H -9.742 -0.992 16.721
H -14.731 -0.743 17.582
H -11.043 -3.061 17.296
C -6.622 2.078 18.370
H -13.386 -0.157 22.576
H -8.633 1.866 16.487
C -10.383 -3.709 17.809
C -10.281 -1.745 13.435
H -10.227 -2.570 12.702
N -9.158 -2.034 22.682
P -9.188 1.030 18.748
C -8.563 -3.452 20.951
S -10.580 0.197 22.305
H -9.688 0.111 24.937
H -7.849 -4.723 22.489
C -6.834 -0.248 18.909
H -13.122 -2.133 17.627
H -6.869 -3.237 22.325
C -10.834 -0.543 12.994
P -10.968 1.731 16.420
H -14.968 0.955 19.478
C -9.893 -4.840 17.186
H -11.985 4.933 20.104
H -8.091 4.767 21.928
N -13.433 -2.050 18.617
H -14.690 -4.312 20.868
C -8.377 -5.157 19.061
C -8.885 -5.569 17.835
H -7.522 -5.632 19.574
H -8.574 -2.622 23.294
H -13.629 -4.147 18.332
C -10.792 3.188 15.313
H -14.737 -2.072 22.788
H -10.651 6.373 13.170
C -14.496 -0.990 18.612
H -12.802 0.970 20.690
C -14.473 -1.829 21.745
C -10.986 4.473 20.172
N -9.423 -0.715 24.492
H -15.344 -2.076 21.137
H -10.210 -4.994 16.129
H -8.489 -6.502 17.398
H -14.938 0.332 21.796
C -13.772 -3.846 20.477
Ce -11.390 -1.648 20.157
H -11.024 -0.355 11.927
C -14.033 -3.391 19.039
C -5.241 1.956 18.322
H -6.817 -4.573 21.114
H -4.651 2.885 18.125
C -9.524 2.555 19.759
*
```

Let us look at the Mulliken charges, expressed in e, one per atom: -0.563 0.584 0.097 0.854 0.403 0.371 0.634 0.768 -0.590 -0.112 -0.538 -0.217 -0.497 -0.719 0.446 0.236 -0.886 0.382 -0.042 -0.576 -0.624 0.581 -0.690 0.504 -0.158 0.259 0.202 -0.467 -0.589 0.461 0.373 0.335 0.389 -0.372 0.390 0.458 0.182 0.406 -0.285 -0.198 -0.243 0.524 -1.858 -0.516 -0.104 0.246 0.577 0.803 -0.257 0.299 0.457 -0.045 -0.728 0.378 -0.674 1.428 1.015 -0.392 0.227 0.398 -0.211 0.311 0.473 -0.689 0.375 0.439 -1.323 0.438 0.475 -0.024 0.433 -0.856 -0.682 0.357 0.298 0.399 0.606 0.526 0.411 -1.035 0.161 -0.782 -1.242 -0.399 0.312 0.513 0.453 0.467 -0.721 0.367 0.408 -0.757 -0.692 0.483 0.386 0.594



Molecular formula: C38H46ClN5O2Si2W
Method: DFT, ωB97M-V with the def2-TZVPD basis set

E_HOMO (alpha / beta) (eV): -13.3 / -13.8
HOMO-LUMO gap (alpha / beta) (eV): 6.73 / 7.12
Relative energy (zero: lowest compared OMol25 entry of this formula, charge and spin) (kcal per mole): 10.1

```
! RIJCOSX wB97M-V def2-TZVPD def2/J DEFGRID3
* xyz 2 3
C 1.657 -4.132 -2.750
H 0.808 5.700 -1.927
C -3.082 -1.432 -3.047
H 0.432 -2.259 -5.242
C -2.747 -0.189 -1.044
N -0.803 1.157 1.259
Si 1.067 -3.029 -1.378
C -2.498 -2.218 4.278
C 3.308 -0.061 4.668
C 0.762 4.664 -1.615
C -3.609 -0.680 -1.995
H 1.779 -1.321 -5.851
H 1.754 -5.134 -2.321
H 2.079 -2.120 6.370
H 0.580 -1.190 6.566
N -1.430 -0.425 -1.128
H 3.655 0.522 -3.742
C -2.541 -0.987 3.673
H -1.549 -4.139 4.352
H 3.854 -1.200 -3.505
H 2.166 3.942 -3.064
H 2.009 1.618 -2.264
H -2.044 3.239 2.626
H -1.118 -3.192 -0.102
H 3.350 1.169 -0.491
C -0.752 -1.675 2.190
H 1.509 -1.681 7.981
H 3.444 -0.197 -2.132
H -2.395 1.305 2.535
C 4.455 1.314 1.338
H 3.418 -0.229 7.232
H 2.640 -3.847 -3.127
C 3.257 -0.338 -3.198
H 2.001 2.141 4.315
O 4.038 -0.996 4.941
C 3.315 0.419 3.238
H -3.743 -1.833 -3.804
H -0.133 1.296 -3.567
C -1.657 -0.696 2.618
H -3.242 -0.238 4.021
H 5.301 1.226 3.316
H 5.310 1.777 0.867
C 0.161 1.375 5.144
H 1.821 2.433 6.026
C 1.411 2.381 -1.794
C -0.799 5.258 0.229
C -1.503 4.862 1.328
C 2.504 -2.971 -0.190
C 3.353 0.984 0.572
N 0.614 1.999 -0.812
C 4.444 1.014 2.690
C -1.638 0.647 2.110
C -1.573 -3.179 3.854
H 3.420 -2.782 -0.758
H -2.044 5.586 1.921
C 0.586 -1.211 -1.947
H 2.626 -3.948 0.285
C -0.699 -2.914 2.820
H 0.018 -3.653 2.489
H 2.091 -2.760 -4.887
C 2.398 -0.050 6.894
C -0.901 -1.139 -2.132
H -0.401 2.266 4.855
H -0.019 0.586 4.408
H -0.771 6.298 -0.068
C 1.507 3.712 -2.240
H -0.192 -4.696 -0.091
C -0.865 2.562 0.976
O 0.089 -1.416 1.180
H 2.453 -2.235 0.612
H -4.669 -0.486 -1.918
N 2.466 0.525 5.542
C -0.111 2.959 -0.145
C -1.518 3.503 1.719
H -1.297 -2.250 -3.928
C -0.471 -3.833 -0.700
C 1.591 -1.337 6.950
C -0.064 4.308 -0.520
H -0.241 1.033 6.097
C 1.646 1.692 5.243
H 1.377 -0.365 2.803
H 1.137 1.477 -4.788
C 1.432 -1.903 -4.990
H 0.965 -4.204 -3.589
H -1.066 -4.214 -1.534
W 0.445 -0.055 -0.081
Si 1.457 -0.698 -3.574
C 2.258 0.122 2.406
H -0.185 0.364 -5.047
C -1.722 -1.666 -3.124
C 0.489 0.757 -4.282
Cl -3.570 -2.584 5.576
H 1.963 0.715 7.538
H -3.097 0.402 -0.208
N 2.266 0.387 1.087
*
```

Let us look at the Mulliken charges, expressed in e, one per atom: -1.356 0.491 -0.767 0.376 -0.199 0.642 0.587 0.010 0.211 -0.909 -1.183 0.405 0.452 0.315 0.210 0.287 0.452 -1.452 0.489 0.390 0.566 0.749 0.511 0.121 0.639 0.408 0.413 0.176 0.465 -1.782 0.426 0.324 -1.132 0.415 -0.617 0.026 0.528 0.336 0.565 0.547 0.615 0.483 -0.616 0.422 -0.286 -0.919 -1.139 -0.744 0.132 0.350 -0.289 -0.572 -0.816 0.332 0.453 2.398 0.503 -0.434 0.571 0.442 -0.810 -1.701 0.366 -0.044 0.480 -1.574 0.455 0.281 0.712 0.028 0.489 0.158 -0.218 -0.479 0.449 -0.941 -1.013 0.945 0.463 -0.996 0.384 0.499 -1.371 0.381 0.384 0.604 0.472 0.233 0.395 -0.299 -1.106 -0.173 0.400 0.480 -0.354



Molecular formula: C38H47F17INO6
Method: DFT, ωB97M-V with the def2-TZVPD basis set

E_HOMO (eV): -9.3
HOMO-LUMO gap (eV): 8.30

```
! RIJCOSX wB97M-V def2-TZVPD def2/J DEFGRID3
* xyz 0 1
C 5.400 -1.767 1.290
H -0.029 0.541 0.598
F -0.625 -1.241 1.764
H -0.626 1.777 -2.012
C -3.609 -4.201 -4.952
H 1.068 1.296 -1.784
H -0.609 6.393 1.696
H -1.471 4.840 3.675
C 5.529 0.367 -1.589
H 5.363 1.101 3.207
C 4.454 -1.506 3.493
C 2.581 -1.131 -1.111
C 2.552 -2.042 -3.425
C 0.137 1.523 -1.273
C 4.027 -1.620 0.681
F -7.843 2.767 5.844
H 0.542 -4.014 -6.632
C 0.115 -1.049 -0.824
H 0.759 4.668 1.068
I 5.265 1.827 -4.273
C -2.040 5.283 2.856
H -1.587 8.196 3.810
H 0.868 -1.639 3.013
H -1.608 3.443 0.111
C 6.341 0.869 3.629
F -4.455 -4.771 -4.045
C 6.719 -0.568 3.214
C -0.674 3.125 0.574
C 0.203 -3.454 2.051
F -2.559 -3.720 -4.254
H 0.250 -3.799 3.077
H 4.436 -1.180 4.523
C -1.959 7.245 4.204
H 7.467 -0.494 2.426
H 0.955 -4.006 1.499
F -4.161 1.589 4.331
F -4.344 0.261 1.082
C 1.673 -1.671 1.044
C -6.125 0.006 2.556
H -2.652 7.477 5.014
H -2.849 4.592 2.617
H -0.567 -1.796 -0.430
F -6.580 0.451 5.124
H 3.338 -2.767 -3.219
H 6.128 0.633 -0.719
H 0.060 -1.127 -1.904
C 3.867 -1.298 -0.629
H 4.639 0.993 -1.561
H 1.081 -1.569 -4.496
C 0.542 -1.949 2.029
H -8.468 2.909 3.950
H -5.861 -0.820 3.215
N 1.772 -2.315 -4.389
F -4.749 -2.170 -4.618
H 6.537 -0.346 -3.360
C -0.340 -3.596 -7.120
C -0.166 4.277 1.494
C -3.133 -5.346 -5.871
C 2.953 -1.823 1.505
O -7.301 0.679 2.997
C 2.428 -0.785 -2.572
H -1.765 5.478 0.713
H -1.473 0.353 -0.410
F 0.040 -2.975 -8.261
H 5.338 1.297 5.253
C 1.506 -1.292 -0.275
O -1.774 -5.349 -6.296
C -1.159 5.456 1.615
C 0.414 2.783 -0.433
C -7.512 0.998 4.325
H -6.435 -0.458 1.621
H -3.206 -6.240 -5.253
H 3.179 -0.066 -2.887
H 0.120 3.877 2.466
C -7.635 2.510 4.532
O 6.365 -2.252 0.716
H -3.349 0.001 3.449
H -1.103 6.707 4.613
H 4.847 -1.397 -2.554
H 7.154 -1.081 4.064
C -4.896 0.858 2.176
C 3.255 -2.185 2.936
C -4.394 -3.049 -5.586
O -2.647 6.519 3.208
H 1.334 2.618 0.137
C 6.333 0.603 -2.878
F -2.774 1.737 2.667
F -8.694 0.446 4.676
F -2.401 -4.227 -8.151
H 7.301 1.044 -2.670
H -5.305 -3.416 -6.066
F -0.873 -2.659 -6.311
F -3.663 -2.372 -6.487
F -0.740 -5.608 -8.214
C -3.764 0.982 3.199
O 6.217 0.975 5.045
H 1.467 -0.364 -2.830
H 0.618 3.642 -1.071
C 5.052 -1.109 -1.530
H -0.786 -3.634 1.638
F -6.506 3.141 4.161
H -0.916 2.303 1.239
H 5.902 -1.711 -1.236
O 2.604 -2.988 3.591
C 5.494 -1.293 2.702
C -0.385 0.364 -0.409
F -5.305 2.084 1.785
H -3.817 -5.512 -6.703
H 7.032 1.606 3.222
C -1.358 -4.691 -7.439
*
```

These are the Mulliken partial charges, in e, on atoms 1 to 99: -0.244 0.355 -0.263 0.390 0.912 0.127 0.295 0.422 -0.284 0.433 -0.452 0.878 -0.284 -0.290 0.422 -0.256 0.248 -1.926 0.440 -0.012 -0.314 0.259 0.533 0.309 -0.549 -0.340 -0.913 0.464 -1.465 -0.243 0.367 0.580 -0.725 0.278 0.333 -0.242 -0.274 0.560 -0.966 0.256 -0.028 0.566 -0.288 0.411 0.316 0.563 0.587 0.418 0.246 -0.136 0.233 0.348 -0.616 -0.260 0.458 0.258 -1.088 -0.744 0.815 -0.404 -1.203 0.284 0.484 -0.280 0.329 0.334 -0.380 -0.433 -1.640 0.793 0.455 0.396 -0.316 0.524 0.192 -0.621 0.193 0.327 0.413 0.463 1.028 -0.285 0.081 -0.413 0.439 -1.270 -0.151 -0.302 -0.285 0.572 0.268 -0.240 -0.213 -0.303 0.068 -0.573 0.570 0.491 -1.593



Molecular formula: C38H47IN7OS2SiSr
Method: DFT, ωB97M-V with the def2-TZVPD basis set

E_HOMO (eV): -2.9
HOMO-LUMO gap (eV): 5.04
Relative energy (zero: lowest compared OMol25 entry of this formula, charge and spin) (kcal per mole): 0.0

```
! RIJCOSX wB97M-V def2-TZVPD def2/J DEFGRID3
* xyz -1 1
C 0.236 0.704 3.850
C -0.867 0.663 -5.016
C -1.231 -3.251 1.398
H -3.090 -2.705 2.318
H 0.961 0.090 -4.041
H -0.457 1.418 3.414
H -4.415 -3.826 -2.309
C 4.449 -2.162 -0.869
N -1.880 0.100 1.056
I -4.807 0.820 -3.242
N -0.627 -0.006 -2.731
C -2.232 0.841 -4.846
H 6.016 2.673 3.757
H 0.592 3.834 -1.775
H 3.638 2.084 4.147
H 0.382 -1.729 6.206
C -1.827 -3.772 3.687
C -2.833 -0.661 0.562
C -2.731 -1.911 -0.027
H -0.397 0.860 -5.974
N 1.974 -2.334 -2.917
H 5.042 -0.927 -2.510
C -1.541 4.819 2.880
C -0.176 -0.147 4.863
Si 2.853 2.762 -1.757
H 3.706 -3.178 0.855
C -2.763 0.585 -3.600
H 2.701 -1.862 5.334
C -2.257 -3.978 -1.826
H 3.903 4.623 -0.469
C -1.279 -3.605 -0.991
C -0.112 0.240 -3.937
H -2.332 -0.033 -1.576
C 5.360 2.467 2.922
H -2.025 5.664 3.375
C 3.587 1.986 0.726
C -2.136 -3.196 2.462
H -3.849 -0.259 0.610
O 1.843 1.491 2.320
H 3.553 -0.402 -1.746
N 2.796 -1.247 0.708
H 3.233 5.229 -1.995
H 4.702 1.469 -2.881
H 1.495 -2.731 -3.714
H 3.446 -0.347 3.546
H 1.423 -1.534 -2.634
H 3.889 -2.854 -3.538
C 2.004 -1.136 4.927
C 3.778 4.398 -1.535
C 4.031 2.128 3.137
H -2.558 -3.727 4.489
C -0.612 -4.417 3.889
C -1.940 0.171 -2.562
S -1.164 2.987 0.198
C 1.538 0.633 3.375
C 3.190 1.839 2.079
H -0.268 -3.980 -1.093
S -2.786 3.513 2.753
H 5.335 2.351 -0.467
H 3.124 1.033 -3.562
H 4.779 4.358 -1.982
C 0.707 -1.063 5.416
C 4.962 2.293 0.552
H -0.688 4.484 3.470
H 1.273 3.676 -3.414
H 3.565 -0.598 0.850
C 0.293 -4.468 2.840
H -2.019 -4.660 -2.637
H -4.761 -1.926 -0.752
C 3.317 -2.492 0.097
N -2.403 1.153 1.830
C 1.156 3.172 -2.444
H 2.526 -2.993 -0.441
H 0.541 2.280 -2.615
H 5.213 -1.628 -0.291
C -3.798 -2.433 -0.810
H -0.371 -4.861 4.850
C -2.078 2.360 1.556
C 5.824 2.523 1.612
H -1.218 5.104 1.883
C -3.611 -3.459 -1.679
C 3.726 1.871 -3.182
H -1.200 -0.086 5.214
C 2.427 -0.296 3.906
C 3.349 -1.949 -3.245
C 4.102 -1.288 -2.089
H 6.864 2.762 1.413
H 4.903 -3.097 -1.214
N -1.528 -2.720 0.108
Sr 0.552 0.756 0.146
H 3.399 -1.266 -4.104
C -0.010 -3.891 1.613
H 0.697 -3.962 0.798
N 2.685 1.874 -0.304
H -2.861 1.172 -5.663
H 1.250 -4.964 2.973
H 2.407 -1.448 1.623
H 3.886 2.571 -4.014
*
```

Let us look at the Mulliken charges, expressed in e, one per atom: -0.176 -0.837 0.447 0.367 -0.109 0.229 0.340 -1.525 1.064 0.035 0.565 -0.336 0.382 0.214 0.477 0.405 -0.782 -1.452 0.191 0.465 -0.205 0.491 -0.786 -0.529 -0.092 0.366 -0.700 0.369 -0.499 0.317 -0.386 0.157 0.102 -0.746 0.345 -0.528 -0.200 0.333 -0.062 -1.017 0.351 0.458 0.299 0.311 0.471 -0.158 0.462 -0.677 -1.184 -0.491 0.371 -0.553 0.235 -0.528 0.587 -0.062 0.135 -0.135 0.372 -0.045 0.299 -0.599 -0.275 0.208 0.304 -0.054 -0.603 0.415 0.454 -0.482 -1.014 -0.750 0.182 0.039 0.383 -0.594 0.402 0.069 -0.956 0.234 -0.779 -0.909 0.463 -0.513 -1.029 1.366 0.395 0.490 0.972 1.214 0.383 -0.112 0.070 1.149 0.398 0.375 0.038 0.454



Total energy for every record listed, in sequence, given in eV: -94392.9075; -81792.7311; -108239.4788; -91135.5156.